No. 1
44
Properties=species:S:1:pos:R:3:forces:R:3:mulliken_charge:R:1 method="wB97M-V/def2-TZVPD" total_charge=-1 spin_multiplicity=1
C 3.765989 -3.072248 -2.324439 -0.2592 0.4215 0.2992 -1.018
N 3.365709 -3.068748 -0.930558 0.4647 -0.7663 -0.3317 0.109
C 3.609345 -4.306133 -0.220630 -0.2125 0.1088 0.0252 -0.991
C 2.756656 -1.964806 -0.378718 -0.7618 0.9521 0.7998 1.217
C 2.272296 -1.905287 0.960689 0.4227 -0.4160 -0.3532 -0.696
C 1.790316 -0.724210 1.550431 0.0671 0.2703 -0.4329 -0.420
C 1.652312 0.435727 0.774395 0.2190 -0.5347 0.2090 -0.326
C 1.189115 1.834028 1.162679 0.0897 0.6866 -1.0669 1.348
C 2.300616 2.839804 0.842044 0.5100 0.5747 -0.1385 -0.361
C 2.086761 4.222165 1.041854 -0.5790 0.1764 0.1930 0.136
N 1.800788 5.327773 1.297257 0.2409 -0.6981 -0.3678 -0.793
C 3.642113 2.441375 0.802163 1.9889 -0.5338 0.7148 0.324
N 4.779896 2.134448 0.861106 -1.8749 0.4343 -0.4319 -0.782
C 2.020551 0.342497 -0.580587 -0.0920 0.0386 0.0222 -1.068
C 2.567873 -0.788543 -1.147318 0.1577 -0.5987 0.1166 -0.481
H 4.294320 -2.138578 -2.552522 -0.0413 -0.2695 -0.2185 0.316
H 4.438544 -3.914587 -2.498274 -0.0988 0.2173 -0.0654 0.309
H 2.882512 -3.173791 -2.970575 0.2145 0.1058 -0.2150 0.312
H 4.280754 -4.139861 0.631976 -0.2908 -0.1403 0.1113 0.331
H 2.672932 -4.803619 0.090154 0.3061 0.1793 0.1755 0.306
H 4.115994 -4.991731 -0.912411 -0.1521 0.1598 0.3306 0.283
H 2.286265 -2.816674 1.563662 0.1708 0.3111 -0.0899 0.312
H 1.541141 -0.729305 2.619131 -0.0243 0.0241 -0.6025 0.406
H 0.418179 2.058592 0.392615 -0.2066 -0.1045 0.8539 0.263
H 1.910428 1.217659 -1.223023 0.0145 -0.1294 0.2691 0.279
H 2.879885 -0.779794 -2.191691 -0.2311 0.1836 0.3295 0.212
N -2.620594 4.729821 9.671620 0.5099 -1.0433 -2.0551 -0.523
C -2.345090 4.223888 8.653994 -0.5427 1.0046 2.0734 -0.004
C -1.969667 3.620946 7.406860 0.0611 -0.4623 -0.7421 0.578
C -0.902035 2.717175 7.349055 0.2713 -0.1386 -0.1496 -0.801
C -0.496663 2.166128 6.127988 -0.0893 -0.1278 0.0899 0.034
C -1.189974 2.468431 4.946703 0.0615 0.3693 0.3180 -0.150
S -0.808017 1.573445 3.378889 0.4992 -0.6793 -0.5345 1.473
C 0.641068 2.341260 2.508422 -1.8257 0.9272 0.8772 -0.868
Cl 1.798028 2.680661 3.813633 0.2715 -0.3259 -0.2265 -0.120
O -0.315596 0.265344 3.744455 -0.7224 0.0134 0.4864 -0.623
O -1.998112 1.733842 2.562467 0.6005 -0.0121 0.3782 -0.700
C -2.264986 3.369519 5.004136 0.1117 -0.2207 -0.0157 -0.325
C -2.664776 3.918136 6.229873 -0.0163 0.1165 -0.3365 -0.693
H -0.393067 2.432986 8.273742 -0.0675 0.1764 -0.3830 0.395
H 0.364496 1.492166 6.105566 -0.4431 0.1689 -0.0729 0.444
H 0.141231 3.301790 2.286659 0.7373 -0.0553 -0.1072 0.539
H -2.802497 3.635826 4.091611 0.1496 -0.2202 0.2898 0.412
H -3.535598 4.577818 6.265136 0.3914 -0.1434 -0.0253 0.403

No. 2
60
Properties=species:S:1:pos:R:3:forces:R:3:mulliken_charge:R:1 method="wB97M-V/def2-TZVPD" total_charge=+1 spin_multiplicity=1
C 1.189041 -2.397923 0.137214 -0.7184 0.0591 0.4314 -1.322
C 1.454260 -1.443299 1.275453 0.7661 -0.2467 0.0277 0.621
O 2.038802 -1.864075 2.241136 -0.4198 0.1265 0.3154 -0.515
N 0.954246 -0.072291 1.274675 0.8552 -1.2031 -0.7618 1.347
C 0.607544 0.282718 2.628643 -0.2154 0.4601 0.2328 -0.663
C 1.793967 0.906194 0.581933 -1.0284 1.7163 0.4979 -0.679
S 3.126989 1.688339 1.647818 1.0363 -0.6606 -0.0077 -0.157
C 0.974267 2.172528 0.150748 -0.4997 1.1774 -0.8571 1.226
F 0.902954 3.200060 1.097096 0.0386 -0.5005 0.6369 -0.460
C -0.471122 2.071007 -0.327930 -0.9783 -0.3390 0.1861 -1.495
C -1.475008 1.684336 0.767108 0.2671 0.2217 0.3215 0.311
C -2.946580 1.999599 0.462893 0.9559 0.3453 -0.0261 -1.173
C -3.422213 1.671257 -0.950211 -0.7222 -0.2126 0.3538 -1.100
C -4.251862 0.377337 -1.034354 1.3569 2.0005 0.0075 0.667
F -4.774666 0.351065 -2.269082 -0.3647 -0.7098 0.0079 -0.278
F -5.217546 0.467005 -0.098419 -0.4232 -0.7545 -0.0936 -0.299
C -3.345873 -0.851682 -0.769681 -0.1963 -0.7218 -0.2684 0.515
F -3.035467 -0.918647 0.552273 -0.1942 0.1136 0.5493 -0.207
F -2.177610 -0.703541 -1.395244 -0.1238 0.1765 -0.3016 -0.204
S -4.027890 -2.550669 -1.280373 0.2222 -0.9356 0.3582 1.417
F -4.171743 -3.006496 0.248791 -0.1089 0.0597 0.1617 -0.317
F -5.510865 -2.032967 -1.218469 0.0057 0.2738 -0.2881 -0.303
F -3.859948 -2.165879 -2.790411 -0.1030 0.3556 -0.0056 -0.268
F -2.542840 -3.132130 -1.242754 0.0503 0.1037 -0.0911 -0.302
F -4.542865 -3.960930 -1.719340 -0.0584 0.0062 0.0423 -0.276
C 1.833344 2.799482 -0.980790 0.1553 -0.9655 0.9032 -0.313
O 1.622010 3.859663 -1.482369 0.1254 -0.0617 -0.1830 -0.564
N 2.869377 1.889648 -1.261832 -1.2248 0.5202 -0.7466 -0.206
C 2.457090 0.543680 -0.781290 0.9925 0.3564 -0.7457 0.646
S 1.387695 -0.104868 -2.176318 -0.4591 -0.2835 0.1628 0.064
C 3.727559 -0.307815 -0.833001 0.3232 -0.6315 0.7492 0.582
C 4.373515 -0.851035 0.271304 -0.4462 0.3946 -0.5821 -0.164
C 5.517126 -1.603628 0.049010 0.3486 -0.3598 1.0151 -0.714
N 6.061702 -1.898494 -1.115812 -0.1457 0.1242 -0.2772 -0.614
C 5.446644 -1.373239 -2.176595 0.1347 0.0035 0.3925 -0.526
C 4.324920 -0.586390 -2.055612 -0.5816 0.5739 -0.8183 -0.845
H 0.396679 -2.072831 -0.523253 0.1906 0.0268 -0.2395 0.197
H 2.104943 -2.672935 -0.377303 0.0274 0.2039 -0.1854 0.212
H 0.827735 -3.301269 0.630556 0.1361 -0.1158 0.0223 0.508
H -0.236200 -0.377185 2.888710 -0.0947 -0.0960 0.3343 -0.585
H 1.401673 0.161083 3.364162 0.0419 -0.2450 -0.0876 0.426
H 0.243657 1.303803 2.676859 -0.0231 0.0272 -0.0555 0.626
H 2.424918 2.224631 2.652753 -0.4291 -0.0615 -0.3027 0.264
H -0.616338 1.432216 -1.191971 0.3788 -0.0968 -0.0462 0.238
H -0.754646 3.070667 -0.665913 0.3115 0.1305 -0.0368 0.623
H -1.209269 2.279179 1.641375 -0.1369 -0.0144 0.1159 0.695
H -1.340343 0.644835 1.064715 -0.0433 -0.0525 -0.2417 -0.082
H -3.548778 1.520002 1.232142 -0.2613 -0.0009 -0.1377 0.327
H -3.074908 3.068731 0.628004 -0.0704 0.0579 -0.1070 0.532
H -2.647089 1.657735 -1.709133 0.1430 -0.0430 0.0682 0.482
H -4.126466 2.443912 -1.256572 -0.1402 -0.0925 -0.1137 0.528
H 2.919417 1.903015 -2.278315 0.9015 -0.0636 0.0117 0.418
H 0.245667 -0.395456 -1.546774 0.0904 0.1162 0.1141 -0.168
H 4.012595 -0.666504 1.266909 0.1751 -0.1990 0.1669 0.399
H 6.021439 -1.996456 0.925059 0.0798 -0.1021 -0.0296 0.410
H 5.871174 -1.580169 -3.148517 0.0299 -0.0149 -0.0667 0.395
H 3.903101 -0.173500 -2.964116 0.0030 -0.0770 -0.0993 0.307
O -2.598786 0.512002 3.555263 -2.8891 -2.2621 0.9802 -0.523
V -2.947217 -1.078356 3.673568 2.9855 -0.4983 -1.4091 1.859
O -4.161910 -2.045072 4.035580 -0.0286 2.8902 0.0460 -0.521

No. 3
62
Properties=species:S:1:pos:R:3:forces:R:3:mulliken_charge:R:1 method="wB97M-V/def2-TZVPD" total_charge=+1 spin_multiplicity=1
Rh -0.916011 1.475466 -0.104985 -1.2858 0.3652 -0.0851 0.092
O -3.066682 0.312079 -0.328957 0.2464 -0.0947 -0.8366 -0.342
C -3.935255 0.671292 0.747672 -0.0028 0.1294 0.0529 -0.765
C -3.096866 0.631562 1.995202 -0.0852 0.0037 0.3628 -0.659
N -1.899878 1.492349 1.923414 0.3842 -0.3473 -1.2449 0.762
C -2.224626 2.935080 2.003802 0.0126 0.0803 0.4560 -0.309
C -2.887587 3.453537 0.745451 -0.0912 -0.0796 -0.1508 0.159
O -3.822473 4.210426 0.811694 -0.0661 0.1271 -0.1825 -0.633
O -2.343150 2.978666 -0.342536 0.4922 0.1914 0.2337 -0.642
C -0.860964 1.113873 2.892687 -0.0093 0.0058 0.1379 -0.759
C 0.527213 1.301080 2.330588 -0.1086 -0.0452 -0.0232 0.574
O 1.482726 0.962098 2.974579 0.2708 0.2706 -0.0718 -0.636
O 0.587848 1.860052 1.135503 0.5166 -0.0121 -0.6846 -0.535
H -3.481190 0.562596 -1.164871 -0.0478 -0.0058 0.0618 0.281
H -4.732402 -0.067696 0.839556 -0.0222 -0.0312 -0.0060 0.493
H -4.390662 1.646612 0.582611 0.0149 0.0012 -0.0656 0.451
H -2.759072 -0.390259 2.160204 0.0400 0.0430 0.0171 0.236
H -3.718677 0.938238 2.842434 0.0513 -0.0378 0.0727 0.314
H -1.292272 3.487490 2.126214 0.0412 -0.0339 0.0758 0.414
H -2.882300 3.144744 2.848505 0.0891 -0.1376 0.1534 0.362
H -0.942746 0.062968 3.165099 -0.1851 -0.0118 0.0118 0.191
H -0.913831 1.721796 3.798494 -0.2002 -0.0962 0.0781 0.419
I 0.433977 2.683831 -2.064679 -0.1551 -0.5729 0.6492 0.231
C 2.315710 2.221816 -1.231847 -0.0801 0.1507 -0.1471 0.350
C 3.109349 3.322718 -1.099876 0.0579 -0.0128 0.0154 -0.535
C 4.457785 3.180869 -0.717587 -0.0436 0.0579 -0.0414 -0.918
C 4.970463 1.932448 -0.564537 0.0522 0.0363 0.0012 -0.814
C 4.156775 0.781641 -0.705205 -0.0409 -0.0274 0.0031 0.453
C 4.754573 -0.495517 -0.598498 0.0482 0.0147 0.0482 -0.865
C 4.017030 -1.631795 -0.724277 -0.0430 -0.0763 -0.0059 -1.110
C 2.624515 -1.522544 -0.857851 0.0986 0.0430 -0.1149 0.015
C 1.988752 -0.304383 -0.940040 -0.1062 -0.1269 -0.1615 0.919
P 0.177907 -0.461465 -0.822621 0.4234 0.4213 1.4871 1.279
C -0.359927 -1.350016 -2.298657 -0.4223 0.2337 0.0260 1.340
C -0.647500 -0.653555 -3.472965 -0.0536 -0.0768 -0.0252 -0.422
C -1.026291 -1.342025 -4.614826 0.0025 0.0032 0.0175 -0.784
C -1.124804 -2.726145 -4.590079 0.0014 0.0155 -0.0052 -0.549
C -0.843140 -3.421972 -3.423390 0.0203 -0.0242 0.0135 -0.905
C -0.470814 -2.740646 -2.274684 0.0664 0.0146 -0.0907 -0.276
C -0.111570 -1.550506 0.602366 -0.0391 -0.1967 -0.0994 0.932
C -1.363571 -2.164328 0.726204 0.0399 -0.0518 0.0164 -0.852
C -1.684813 -2.864888 1.878130 0.0259 0.0277 -0.0280 -0.814
C -0.766198 -2.950565 2.919033 -0.0138 0.0175 -0.0055 -0.659
C 0.477607 -2.349756 2.796182 -0.0195 -0.0142 0.0646 -0.638
C 0.806051 -1.644462 1.646372 0.0432 -0.0949 -0.0591 -0.651
C 2.760681 0.897347 -0.967193 0.0480 0.0356 0.0182 0.346
H 2.714975 4.308971 -1.304307 0.0238 0.0001 0.0177 0.456
H 5.071006 4.062626 -0.594978 0.0118 -0.0200 -0.0026 0.418
H 6.019148 1.794847 -0.333593 -0.0105 -0.0215 0.0061 0.406
H 5.821714 -0.550051 -0.421132 -0.0100 0.0220 -0.0164 0.432
H 4.481215 -2.607421 -0.678586 -0.0101 0.0112 0.0179 0.436
H 2.035910 -2.432220 -0.865146 0.0117 -0.0038 0.0198 0.403
H -0.576474 0.424131 -3.503954 0.0023 -0.0291 -0.0213 0.031
H -1.248132 -0.796302 -5.522227 0.0020 -0.0044 0.0066 0.442
H -1.426527 -3.262995 -5.479753 0.0169 0.0048 0.0049 0.420
H -0.914931 -4.501414 -3.404228 -0.0128 0.0108 0.0073 0.437
H -0.267251 -3.293417 -1.368317 0.0136 -0.0193 0.0057 0.390
H -2.084956 -2.091027 -0.078247 -0.0024 0.0022 0.0397 0.570
H -2.651713 -3.344128 1.964873 0.0059 -0.0020 -0.0066 0.479
H -1.024664 -3.481018 3.826179 0.0250 -0.0457 -0.0255 0.415
H 1.197168 -2.422292 3.601020 -0.0067 0.0483 -0.0065 0.453
H 1.769824 -1.158451 1.580569 -0.0261 -0.0349 0.0139 0.273

| no. | orbital gap (eV) | HOMO (eV) |
| --- | --- | --- |
| 1 | 5.3184 | -3.762 |
| 2 | 2.6627 | -11.746 |
| 3 | 7.1946 | -11.524 |